[1]
{
  "formula": "C3H8N2O2",
  "method": "wB97M-V/def2-TZVPD",
  "homo_ev": -9.235,
  "homo_lumo_gap_ha": 0.3501,
  "total_energy_ev": -10310.6479,
  "elements": ["C", "C", "C", "N", "N", "O", "O", "H", "H", "H", "H", "H", "H", "H", "H"],
  "xyz": [[-2.34023, -0.06758, 0.14296], [-0.83721, -0.25319, -0.08746], [-0.10772, 1.04789, -0.07651], [1.92024, -0.71635, -0.05266], [1.86854, 0.49897, 0.00396], [2.64793, 1.41798, 0.06878], [3.22627, -1.24228, -0.02692], [-2.52543, 0.38201, 1.11506], [-2.77633, 0.56827, -0.62373], [-2.83573, -1.03622, 0.11109], [-0.67509, -0.75771, -1.03950], [-0.44255, -0.89407, 0.70281], [-0.08149, 1.62077, -0.98937], [-0.14890, 1.62889, 0.83167], [3.10770, -2.19738, -0.08018]],
  "forces_ev_per_a": [[0.2, 0.1, -0.1], [-0.3, 0.0, 0.0], [2.7, -1.7, 0.2], [0.1, -2.2, -0.1], [-4.1, 2.1, -0.2], [1.3, 0.2, 0.1], [0.3, 0.9, 0.1], [-0.1, 0.1, 0.1], [-0.1, 0.1, 0.0], [-0.1, 0.0, 0.0], [0.1, 0.0, 0.0], [0.0, 0.0, -0.1], [0.1, 0.1, -0.1], [0.1, 0.1, 0.1], [-0.4, 0.1, 0.0]]
}



[2]
{
  "formula": "C7H12O2S",
  "method": "wB97M-V/def2-TZVPD",
  "homo_ev": [-5.292, -9.418],
  "homo_lumo_gap_ha": [0.2224, 0.2581],
  "multiplicity": 3,
  "total_energy_ev": -22375.4450,
  "elements": ["C", "C", "C", "C", "C", "C", "C", "O", "O", "S", "H", "H", "H", "H", "H", "H", "H", "H", "H", "H", "H", "H"],
  "xyz": [[-0.44806, -0.66579, 1.79080], [-1.41575, -1.13791, 0.80286], [-2.37604, 1.14771, -0.15543], [-2.93845, 0.04511, -1.09464], [-2.01116, -0.27430, 0.00428], [2.97182, -0.78005, -0.98066], [2.53967, 0.56543, -0.32382], [0.82677, -0.49723, 1.18323], [0.70652, 1.95947, 0.61356], [0.78377, 0.65957, -0.04073], [-0.27969, -1.28643, 2.68954], [-0.62250, 0.38989, 2.11954], [-1.56326, -2.19342, 0.45720], [-1.68568, 1.91221, -0.65924], [-3.04691, 1.69795, 0.56778], [-3.93317, -0.47161, -1.32677], [-2.50722, 0.06474, -2.04103], [2.86356, -1.35939, -0.14203], [2.38168, -1.11924, -1.83507], [4.03312, -0.70562, -1.25040], [2.74393, 1.49275, -1.02474], [2.97703, 0.55617, 0.64575]],
  "forces_ev_per_a": [[-0.1, 0.9, 1.1], [2.6, -7.2, 4.7], [-0.7, 0.6, 0.0], [-0.2, -1.4, 1.2], [-4.9, 8.2, -6.5], [0.4, 2.4, -0.9], [0.1, 0.3, -3.5], [1.8, 0.1, -1.4], [-0.8, 0.6, 0.2], [0.9, -0.4, 0.8], [-0.2, 0.1, -0.7], [-0.9, -0.9, 0.1], [0.6, 0.7, 1.1], [-0.7, -1.2, 0.7], [0.6, -0.8, -0.6], [0.7, 1.1, 1.4], [1.1, 0.3, -1.9], [-0.1, -2.5, 1.4], [0.0, 0.1, 0.2], [-0.3, -0.2, 0.0], [-0.2, -1.7, 1.8], [0.4, 0.8, 0.7]]
}



[3]
{
  "formula": "C12H20AlF4N2O4",
  "method": "wB97M-V/def2-TZVPD",
  "homo_ev": -5.385,
  "homo_lumo_gap_ha": 0.2984,
  "total_energy_ev": -41402.9756,
  "charge": -1,
  "elements": ["C", "C", "N", "Al", "C", "C", "C", "N", "O", "C", "C", "F", "C", "C", "C", "O", "C", "O", "C", "F", "F", "F", "O", "H", "H", "H", "H", "H", "H", "H", "H", "H", "H", "H", "H", "H", "H", "H", "H", "H", "H", "H", "H"],
  "xyz": [[-2.31853, 1.56362, -1.83171], [-2.17015, 2.27543, -0.35061], [-0.74547, 2.55682, 0.07219], [0.29577, 0.95974, 0.33097], [2.19981, 1.73367, 0.59601], [2.25180, 3.08120, 1.52914], [1.58479, 4.53776, 1.18033], [2.97090, 3.00515, 2.72882], [-0.00679, -0.11997, 1.86418], [0.40627, -1.43939, 1.33043], [0.44994, -2.74073, 2.33413], [1.82695, -1.42865, 0.81623], [-0.41419, -1.58736, -0.11897], [-1.97397, -1.49822, 0.38055], [-3.07657, -2.04416, -0.72155], [-3.49906, -3.31180, -0.56184], [0.01889, -2.93677, -1.00723], [0.38925, -2.59550, -2.39448], [1.68168, -3.18020, -2.78436], [1.83821, -3.04718, -4.27969], [2.76893, -2.36939, -2.18937], [1.81830, -4.63403, -2.49453], [0.13427, -0.46158, -0.94634], [-1.67004, 2.13564, -2.64072], [-3.45077, 1.73895, -2.16650], [-2.16396, 0.40359, -1.83002], [-2.69922, 3.34056, -0.45576], [-2.79205, 1.71044, 0.48554], [-0.27289, 3.25318, -0.55808], [2.82100, 0.90458, 1.16189], [2.68845, 1.85852, -0.46889], [2.10898, 5.41066, 1.80337], [0.45795, 4.54236, 1.51123], [1.67695, 4.86019, 0.05205], [2.92796, 3.92584, 3.23049], [1.16094, -3.53813, 1.80186], [1.00595, -2.48201, 3.35503], [-0.58109, -3.27773, 2.48856], [-2.15294, -2.15712, 1.35951], [-2.30819, -0.40736, 0.66685], [-3.54486, -1.39487, -1.58823], [-0.87056, -3.71357, -1.08241], [0.86684, -3.46934, -0.39426]],
  "forces_ev_per_a": [[-1.6, 0.5, 0.0], [-0.3, 1.6, -0.9], [-0.8, -1.7, -0.6], [0.9, 0.3, 0.1], [1.0, 0.6, 0.7], [2.7, -0.1, 2.9], [-0.1, 0.3, 0.2], [-2.9, 0.6, -4.4], [1.6, -3.4, -2.4], [-0.2, 0.5, -0.4], [0.9, -0.2, -0.4], [-1.8, 0.3, 1.3], [1.7, 0.8, -0.6], [-1.7, -0.1, -0.7], [-1.0, -5.5, 2.0], [2.1, 7.2, -1.3], [-1.1, -1.1, 2.2], [4.1, -2.7, -0.3], [-0.6, 1.6, -0.8], [-0.6, -0.5, 5.1], [-3.2, -3.4, -1.9], [-0.1, 4.8, -0.7], [-2.2, -0.6, 3.3], [-1.1, -1.4, 1.8], [2.2, -0.4, 0.6], [0.2, 2.4, -0.1], [0.8, -2.2, 0.2], [1.5, 0.9, -1.7], [-0.9, -1.0, 0.7], [-1.1, 1.9, -1.1], [-0.8, 0.2, 2.0], [-0.9, -2.1, -1.2], [2.1, -0.2, -0.9], [-0.3, -0.9, 2.1], [-0.2, -0.8, -0.8], [-1.6, 1.8, 1.1], [-1.5, -0.4, -2.2], [1.9, 1.4, -0.1], [0.5, 1.3, -2.4], [1.0, -2.0, -0.7], [1.1, -1.1, 1.7], [1.7, 1.7, 0.1], [-1.4, 1.2, -1.6]]
}



[4]
{
  "formula": "C4H14N2O",
  "method": "wB97M-V/def2-TZVPD",
  "homo_ev": [0.916, -4.993],
  "homo_lumo_gap_ha": [0.1115, 0.3238],
  "multiplicity": 2,
  "total_energy_ev": -9399.2757,
  "charge": -1,
  "elements": ["C", "C", "C", "N", "C", "N", "H", "H", "H", "H", "H", "H", "H", "H", "H", "H", "H", "H", "H", "H", "O"],
  "xyz": [[0.59562, -0.15544, 1.73029], [-0.58948, 0.41742, 0.95384], [-0.84240, 1.83824, 1.53142], [-0.42438, 0.61111, -0.55847], [-1.07963, -0.58554, -1.36061], [-0.37124, -0.63278, -2.66791], [1.35083, 0.53146, 2.18883], [1.12890, -0.82858, 1.20213], [0.23449, -0.77079, 2.52036], [-1.49382, -0.25343, 1.02160], [-1.89552, 1.96378, 1.71345], [-0.51612, 2.52588, 0.71723], [-0.14556, 1.95419, 2.39578], [0.60049, 0.93570, -0.73849], [-2.19077, -0.46556, -1.48202], [-0.97519, -1.58328, -0.84311], [-0.70581, 0.05909, -3.30256], [0.41908, -1.11727, -2.76935], [1.87530, -1.49813, -1.56206], [2.37910, -1.55887, 0.14141], [2.64614, -1.38716, -0.83176]],
  "forces_ev_per_a": [[-0.8, 1.2, 1.1], [-0.1, 1.1, -1.4], [1.1, -0.4, -0.6], [-0.1, -1.0, 1.3], [3.1, 0.7, -0.6], [-6.1, 1.8, 2.1], [-0.8, 0.0, -0.7], [1.7, -2.0, -2.1], [-0.5, -0.3, 1.1], [0.9, 0.7, 0.3], [-0.3, 0.5, 0.5], [-0.3, -0.2, 0.8], [-1.2, 0.3, -0.3], [-2.4, -1.8, -0.3], [1.1, 0.5, 0.1], [0.4, 1.0, -0.3], [0.5, 0.1, -0.4], [3.6, -2.0, -0.5], [1.7, -0.1, 2.7], [-0.1, -0.1, -2.3], [-1.2, -0.1, -0.4]]
}



[5]
{
  "formula": "C31H39As2N4O9Pt",
  "method": "wB97M-V/def2-TZVPD",
  "homo_ev": [-10.582, -10.582],
  "homo_lumo_gap_ha": [0.2626, 0.2626],
  "total_energy_ev": -182084.1083,
  "charge": 1,
  "elements": ["Pt", "C", "C", "C", "C", "C", "C", "N", "N", "C", "C", "C", "C", "C", "C", "H", "H", "H", "H", "H", "H", "H", "H", "H", "C", "N", "C", "C", "O", "N", "C", "C", "H", "H", "H", "H", "H", "H", "H", "H", "H", "H", "H", "H", "C", "O", "C", "O", "C", "C", "As", "C", "C", "C", "As", "C", "C", "O", "O", "C", "C", "O", "O", "C", "C", "O", "O", "C", "H", "H", "H", "H", "H", "H", "H", "H", "H", "H", "H", "H", "H", "H", "H", "H", "H", "H"],
  "xyz": [[0.50606, -0.50266, -1.17166], [-0.13324, -5.75222, -2.84061], [-1.40010, -5.22100, -3.06872], [-1.63809, -3.87361, -2.86546], [-0.59663, -3.06202, -2.43118], [0.66045, -3.57877, -2.19298], [0.89496, -4.92992, -2.40581], [-0.78104, -1.65024, -2.21524], [-1.87011, -1.15638, -2.61175], [-1.92130, 0.20944, -2.36458], [-3.00770, 0.97362, -2.78292], [-2.97639, 2.33853, -2.57736], [-1.85735, 2.92772, -1.98896], [-0.77167, 2.16854, -1.57167], [-0.81373, 0.79103, -1.73590], [0.04947, -6.80548, -3.00429], [-2.20351, -5.85869, -3.41048], [-2.61237, -3.44495, -3.04400], [1.46574, -2.93524, -1.84805], [1.88188, -5.33519, -2.22932], [-3.84649, 0.49075, -3.26566], [-3.80944, 2.95198, -2.89027], [-1.83479, 4.00069, -1.84940], [0.09400, 2.63752, -1.12191], [3.05940, -0.65052, -3.52473], [3.98774, 0.15622, -2.74672], [4.89427, 1.01220, -3.50416], [3.81768, 0.28821, -1.40993], [2.75067, 0.01734, -0.81726], [4.86761, 0.76285, -0.68811], [4.61806, 1.20885, 0.67292], [6.24525, 0.40402, -0.98665], [3.14226, -0.35982, -4.56960], [2.02459, -0.49196, -3.21078], [3.29270, -1.71489, -3.44792], [4.32493, 1.53455, -4.27444], [5.68495, 0.43732, -3.98916], [5.34492, 1.75444, -2.85318], [3.63913, 1.67764, 0.73939], [5.37916, 1.94186, 0.93865], [4.66742, 0.37847, 1.38337], [6.29261, -0.23420, -1.86447], [6.65924, -0.14995, -0.14147], [6.86495, 1.28686, -1.15480], [-0.84572, -4.61899, 1.02232], [-1.25127, -3.27425, 1.33977], [-0.33760, -2.32472, 1.36364], [0.79891, -2.43783, 0.93738], [-0.85125, -1.00800, 1.86513], [-1.92756, -0.86973, 2.62850], [-2.90810, 0.79869, 3.06717], [-3.82501, 0.88774, 1.33390], [-1.56128, 2.16851, 2.58658], [-0.46929, 2.03115, 1.84625], [0.37086, 0.38205, 1.24837], [1.72043, 0.16503, 2.62911], [0.39354, 3.16854, 1.38138], [1.58873, 3.03477, 1.24026], [-0.28289, 4.25672, 1.04697], [0.51668, 5.38065, 0.64238], [-1.90877, 3.50860, 3.17797], [-1.12900, 4.24168, 3.71777], [-3.22780, 3.71238, 3.07958], [-3.74810, 4.90415, 3.69697], [-2.60546, -2.04776, 3.27483], [-2.05988, -2.82498, 4.00514], [-3.91560, -2.01473, 3.00610], [-4.74230, -2.99341, 3.66215], [-1.53061, -4.98311, 0.26104], [-0.94055, -5.20604, 1.93322], [0.17560, -4.63296, 0.65934], [-4.52378, 0.05536, 1.27422], [-3.09855, 0.83216, 0.52276], [-4.36940, 1.82914, 1.28549], [1.21992, 0.00808, 3.58305], [2.33039, 1.06386, 2.66079], [2.32173, -0.70167, 2.36400], [-0.18842, 6.12213, 0.28163], [1.21447, 5.08925, -0.14008], [1.06847, 5.76334, 1.49864], [-4.74804, 4.65499, 4.03828], [-3.78936, 5.69647, 2.95220], [-3.11732, 5.20699, 4.52765], [-5.66141, -2.48451, 3.93691], [-4.23897, -3.38726, 4.54072], [-4.95259, -3.79544, 2.95767]],
  "forces_ev_per_a": [[-0.2, 0.4, 0.8], [0.0, 0.0, 0.0], [0.1, 0.0, 0.0], [-0.1, 0.0, 0.0], [-0.2, 0.4, 0.1], [0.3, -0.1, 0.0], [0.0, 0.0, 0.0], [-0.1, -0.1, -0.5], [0.2, 0.1, 0.2], [-0.1, -0.2, -0.2], [0.0, 0.1, 0.0], [0.0, 0.0, 0.0], [0.0, 0.0, 0.0], [-0.1, -0.1, 0.0], [-0.1, 0.0, 0.1], [0.0, 0.0, 0.0], [0.0, 0.0, 0.0], [0.0, 0.0, 0.0], [-0.1, 0.0, 0.0], [0.0, 0.0, 0.0], [0.0, 0.0, 0.0], [0.0, 0.0, 0.0], [0.0, 0.0, 0.0], [0.0, 0.0, 0.0], [-0.1, 0.0, 0.0], [0.0, 0.0, -0.2], [0.0, 0.0, 0.0], [0.2, 0.1, 0.1], [0.0, -0.4, -0.1], [0.0, 0.1, 0.0], [0.0, 0.0, 0.0], [0.0, 0.0, 0.0], [0.0, 0.0, 0.0], [0.1, 0.0, 0.0], [0.0, 0.0, 0.0], [0.0, 0.0, 0.0], [0.0, 0.0, 0.0], [0.0, 0.0, 0.0], [0.1, 0.0, 0.0], [0.0, 0.0, 0.0], [0.0, 0.0, 0.0], [0.0, 0.0, 0.1], [0.0, 0.0, 0.0], [0.0, 0.0, 0.0], [0.0, 0.0, 0.0], [0.0, 0.0, 0.0], [0.1, 0.1, 0.0], [-0.1, 0.0, 0.1], [0.1, 0.0, -0.1], [-0.1, 0.1, 0.0], [0.2, 0.0, 0.1], [0.0, 0.0, 0.0], [0.0, -0.1, 0.1], [0.2, 0.0, -0.3], [-0.1, -0.3, -0.2], [0.1, 0.0, -0.1], [0.0, -0.1, 0.2], [0.0, 0.0, 0.0], [0.0, 0.0, 0.0], [0.0, 0.1, 0.0], [-0.1, 0.0, -0.1], [0.0, 0.0, 0.0], [0.0, 0.0, 0.0], [0.0, 0.0, 0.0], [0.0, 0.1, -0.1], [0.0, 0.0, 0.1], [0.0, 0.0, 0.0], [0.0, 0.0, 0.0], [0.0, 0.0, 0.0], [0.0, 0.0, 0.0], [0.0, 0.0, 0.0], [0.0, 0.0, 0.0], [0.0, 0.0, 0.0], [0.0, 0.0, 0.0], [0.0, 0.0, 0.0], [0.0, 0.0, 0.0], [0.0, 0.0, 0.0], [0.0, 0.0, 0.0], [0.0, 0.0, 0.0], [0.0, 0.0, 0.0], [0.0, 0.0, 0.0], [0.0, 0.0, 0.0], [0.0, 0.0, 0.0], [0.0, 0.0, 0.0], [0.0, 0.0, 0.0], [0.0, 0.0, 0.0]]
}